Record 1
Computed, not measured: an isolated molecule of C4H7FN2S at a distorted geometry, with ωB97M-V/def2-TZVPD.

Properties
Orbital gap = 0.3319 hartree
Lowest unoccupied orbital energy = 0.767 eV
SMILES = CN(/C=C\F)C(N)=S
Calculated total energy = -764.14787 hartree
Multiplicity = 1

Element x y z (Å)
C1 0.96812 1.62022 0.32133
N1 0.28040 0.37879 0.03813
C2 -0.99201 0.47399 -0.46535
C3 -2.05258 -0.20217 -0.08485
F1 -2.04209 -1.24178 0.78962
C4 1.07250 -0.78600 -0.06248
N2 0.42443 -1.90680 -0.38290
S1 2.69976 -0.76548 0.19940
H1 0.20223 2.40473 0.62041
H2 1.58720 1.47533 1.22148
H3 1.61094 1.94781 -0.46122
H4 -1.20800 1.44766 -0.98727
H5 -3.08806 -0.10110 -0.48069
H6 0.99312 -2.70103 -0.34942
H7 -0.45594 -2.04417 0.08381

Results of the Löwdin charge analysis, in e, for atoms 1 through 2: C -0.11; N -0.17

---

Record 2
Computed, not measured: an isolated molecule of C4H7FN2S at a distorted geometry, with ωB97M-V/def2-TZVPD.

Properties
Orbital gap = 0.3666 hartree
Lowest unoccupied orbital energy = 0.697 eV
SMILES = FCC1=NNC[C@H]1S
Calculated total energy = -764.09977 hartree
Multiplicity = 1

Element x y z (Å)
F1 2.58612 -0.83848 0.56288
C1 1.87548 -0.70189 -0.59672
C2 0.46468 -0.01944 -0.44190
N1 0.17896 1.11967 -0.91333
N2 -1.07711 1.53624 -0.38924
C3 -1.08553 0.80279 0.95082
C4 -0.46443 -0.51560 0.60168
S1 -1.68720 -1.80775 -0.24912
H1 2.52756 -0.15449 -1.34205
H2 1.75691 -1.71558 -0.87613
H3 -0.83843 2.62337 -0.28921
H4 -2.06658 0.86116 1.32651
H5 -0.36866 1.24943 1.73263
H6 0.00749 -1.20764 1.38550
H7 -1.80926 -1.23181 -1.46232

Results of the Löwdin charge analysis, in e, for atoms 1 through 2: F -0.04; C -0.14

---

Record 3
Computed, not measured: an isolated molecule of C4H7FO at a distorted geometry, with ωB97M-V/def2-TZVPD.

Properties
Orbital gap = 0.3884 hartree
Lowest unoccupied orbital energy = 0.829 eV
SMILES = O[C@@H]1C[C@H]1CF
Calculated total energy = -331.64437 hartree
Multiplicity = 1

Element x y z (Å)
O1 -2.12466 -0.91149 -0.15935
C1 -1.02981 -0.13912 0.27017
C2 -0.51780 1.21307 -0.07854
C3 0.33176 -0.03764 -0.39942
C4 1.53249 -0.51860 0.37327
F1 2.69903 -0.27528 -0.36416
H1 -2.33487 -0.79502 -1.18178
H2 -0.98068 -0.32647 1.26848
H3 -0.21356 1.89663 0.84759
H4 -0.78647 1.81513 -0.93319
H5 0.36854 -0.33158 -1.46028
H6 1.60038 0.01370 1.35700
H7 1.45565 -1.60334 0.46021

Results of the Löwdin charge analysis, in e, for atoms 1 through 2: O -0.04; C -0.36

---

Record 4
Computed, not measured: a cluster of 2 separate species, C4H7FO in total at a distorted geometry, with ωB97M-V/def2-TZVPD.

Properties
Orbital gap = 0.3913 hartree
Lowest unoccupied orbital energy = 0.797 eV
Calculated total energy = -331.56817 hartree
Multiplicity = 1

Element x y z (Å)
C1 -2.28521 -1.43936 -0.28648
C2 -1.55963 -1.06862 0.76799
C3 2.28659 1.39459 0.07610
C4 2.34689 -0.97859 0.39967
O1 1.75497 0.11194 0.46586
F1 3.59174 -0.87683 -0.32588
H1 -3.27168 -1.21934 -0.57669
H2 -1.97192 -2.37025 -0.72390
H3 -1.61046 -0.16764 1.37508
H4 3.11099 1.42078 -0.60608
H5 2.49016 1.85872 1.00051
H6 1.47335 1.78899 -0.44982
H7 -0.82710 -1.80166 1.05582

Results of the Löwdin charge analysis, in e, for atoms 1 through 2: C -0.07; C -0.08

---

Record 5
Computed, not measured: a structure of composition C4H7FS at a distorted geometry, with ωB97M-V/def2-TZVPD.

Properties
Orbital gap = 0.3572 hartree
Lowest unoccupied orbital energy = 0.791 eV
Calculated total energy = -654.48562 hartree
Multiplicity = 1

Element x y z (Å)
C1 0.93066 0.03904 -1.52885
C2 0.19933 -0.09300 -0.18655
C3 0.09824 1.20333 0.69854
C4 0.16706 -1.24776 0.48837
H1 -0.22257 0.18236 -2.45458
H2 1.88601 1.06020 -1.41992
H3 1.46830 -0.93792 -2.04093
H4 -0.21773 0.76179 1.69471
H5 -0.59096 1.87272 0.21966
H6 0.20912 -1.28455 1.62422
H7 0.82726 -1.92960 -0.05850
F1 1.32677 1.56712 0.71035
S1 -1.47950 -0.82742 -0.04918

Results of the Löwdin charge analysis, in e, for atoms 1 through 2: C -0.09; C -0.87

---

Record 6
Computed, not measured: a cluster of 2 separate species, C4H7FS in total at a distorted geometry, with ωB97M-V/def2-TZVPD.

Properties
Orbital gap = 0.3109 hartree
Lowest unoccupied orbital energy = 0.636 eV
SMILES = C1=CSCC1.F
Calculated total energy = -654.63081 hartree
Multiplicity = 1

Element x y z (Å)
C1 -1.00444 1.14903 0.00391
C2 0.23575 1.24563 -0.46782
S1 1.12723 -0.27639 -0.53579
C3 -0.42017 -1.20600 -0.23760
C4 -1.39682 -0.23865 0.45068
H1 -1.66329 2.00377 0.12524
H2 0.73410 2.15550 -0.78548
H3 -0.81485 -1.52865 -1.20591
H4 -0.20206 -2.09037 0.36336
H5 -2.43190 -0.48968 0.19429
H6 -1.30911 -0.31023 1.54462
F1 3.47612 0.23640 0.37283
H7 3.66944 -0.65038 0.17768

Results of the Löwdin charge analysis, in e, for atoms 1 through 2: C -0.20; C -0.41

---

Record 7
Computed, not measured: a structure of composition C4H7FeO3 at a distorted geometry, with ωB97M-V/def2-TZVPD.

Properties
Charge = +2
Orbital gap (spin up / spin down) = 0.2824 / 0.3010 hartree
Lowest unoccupied orbital energy (spin up / spin down) = -10.146 / -11.398 eV
Calculated total energy = -1645.09373 hartree
Multiplicity = 6

Element x y z (Å)
O1 -0.56947 -0.58171 0.04187
C1 -0.05061 0.55739 0.15353
O2 1.16835 0.85405 -0.07973
Fe1 3.68544 0.78920 -0.05180
O3 -0.84082 1.59636 0.18595
C2 -2.22482 1.39258 0.49479
H1 -2.32606 0.83506 1.43303
H2 -2.64756 2.39448 0.60028
H3 -2.71438 0.85067 -0.32195
C3 0.16192 -1.89400 -0.11253
H4 0.48824 -2.12499 0.91446
H5 -0.63186 -2.48546 -0.59459
C4 2.15205 -0.37795 -0.59452
H6 1.92579 -0.37933 -1.66807
H7 2.42378 -1.42634 -0.40070

Results of the Löwdin charge analysis, in e, for atoms 1 through 2: O 0.08; C -0.50

---

Record 8
Computed, not measured: a structure of composition C4H7FeO4 at a distorted geometry, with ωB97M-V/def2-TZVPD.

Properties
Charge = +1
Orbital gap (spin up / spin down) = 0.3220 / 0.2766 hartree
Lowest unoccupied orbital energy (spin up / spin down) = -3.473 / -8.118 eV
Calculated total energy = -1720.87985 hartree
Multiplicity = 7

Element x y z (Å)
O1 1.05181 -0.52122 1.29577
C1 1.07172 0.77801 0.78743
C2 0.05073 0.91165 -0.33359
O2 0.23109 -0.20775 -1.20386
C3 -0.57904 -0.17498 -2.36626
Fe1 0.84340 -1.85687 -0.11224
H1 2.07415 1.04108 0.39860
H2 0.82619 1.52780 1.56167
H3 0.19184 1.84479 -0.90110
H4 -0.97883 0.88104 0.06248
H5 -0.33068 0.70746 -2.97307
H6 -0.37360 -1.08598 -2.93940
H7 -1.64401 -0.14375 -2.09058
O3 -0.94568 -2.15264 2.25300
C4 -0.65031 -1.18467 2.87290
O4 -0.83879 -0.36398 3.68824

Results of the Löwdin charge analysis, in e, for atoms 1 through 2: O -0.25; C -0.22

---

Record 9
Computed, not measured: a structure of composition C4H7HgO at a distorted geometry, with ωB97M-V/def2-TZVPD.

Properties
Orbital gap (spin up / spin down) = 0.2464 / 0.1929 hartree
Lowest unoccupied orbital energy (spin up / spin down) = 0.384 / -0.968 eV
Calculated total energy = -384.92531 hartree
Multiplicity = 2

Element x y z (Å)
H1 -1.91576 1.02001 -0.29655
C1 -1.52270 -0.58660 1.18574
C2 -1.13615 0.66175 0.38467
C3 -1.34233 1.02908 1.81340
O1 -0.37354 1.37518 2.63282
Hg1 1.44342 1.33062 2.81862
H2 -2.24032 -1.21250 0.64497
H3 -0.66621 -1.18367 1.52528
H4 -0.09254 0.71719 0.05962
H5 -2.65598 1.76394 2.30779
C4 -2.97463 0.45392 2.25582
H6 -3.77111 0.31650 1.50811
H7 -2.89562 0.07225 3.28828

Results of the Löwdin charge analysis, in e, for atoms 1 through 2: H 0.12; C -0.09

---

Record 10
Computed, not measured: the ion C4H7INO with charge +1 at a distorted geometry, with ωB97M-V/def2-TZVPD.

Properties
Charge = +1
Orbital gap (spin up / spin down) = 0.2413 / 0.2413 hartree
Lowest unoccupied orbital energy (spin up / spin down) = -5.891 / -5.890 eV
Calculated total energy = -583.85170 hartree
Multiplicity = 1

Element x y z (Å)
C1 -0.20060 -0.38617 -0.64919
C2 -2.16149 -1.32312 0.37459
C3 1.89327 0.84883 -0.32755
C4 -0.06804 0.63328 1.31256
N1 0.57748 0.41943 0.22159
O1 -0.93553 -1.46626 -0.01970
I1 -3.51707 0.09004 -0.13042
H1 -0.77617 0.22645 -1.20389
H2 0.54796 -1.00833 -1.37687
H3 -2.61706 -2.23015 0.86096
H4 2.24919 1.77153 0.07836
H5 1.86921 1.08312 -1.34941
H6 2.67125 0.24724 0.08633
H7 0.46760 1.09413 2.12265

Results of the Löwdin charge analysis, in e, for atoms 1 through 2: C -0.19; C -0.54

---

Record 11
Computed, not measured: a structure of composition C4H7IO at a distorted geometry, with ωB97M-V/def2-TZVPD.

Properties
Orbital gap = 0.3461 hartree
Lowest unoccupied orbital energy = 0.305 eV
Calculated total energy = -529.43204 hartree
Multiplicity = 1

Element x y z (Å)
C1 -0.45951 -1.23726 -0.33729
C2 -0.05073 0.65674 -0.34685
C3 1.16765 -1.17076 -0.12230
C4 -0.75728 1.72359 0.36142
O1 1.20430 0.25935 0.11008
I1 1.78291 -2.48202 1.63442
H1 -0.91903 -1.51016 0.59796
H2 -0.87377 -1.59304 -1.29493
H3 0.04588 0.79748 -1.43823
H4 1.73152 -1.63463 -0.92896
H5 -1.19492 1.58051 1.48912
H6 -1.64776 2.07767 -0.10637
H7 -0.02926 2.53252 0.38193

Results of the Löwdin charge analysis, in e, for atoms 1 through 2: C -0.03; C -0.31

---

Record 12
Computed, not measured: a cluster of 2 separate species, C4H7IO in total at a distorted geometry, with ωB97M-V/def2-TZVPD.

Properties
Orbital gap (spin up / spin down) = 0.2700 / 0.3026 hartree
Lowest unoccupied orbital energy (spin up / spin down) = 0.159 / 0.437 eV
Calculated total energy = -529.37397 hartree
Multiplicity = 1

Element x y z (Å)
C1 0.99426 -0.33224 -1.09020
C2 0.27690 -1.03498 -2.10472
C3 -0.21527 1.27827 1.82132
C4 -0.53170 -0.15047 1.41630
O1 2.00744 0.23293 -0.89435
I1 -2.35044 -0.36168 0.38426
H1 0.39229 -0.53457 -3.20175
H2 0.66176 -2.13090 -2.11010
H3 -0.88525 -1.10782 -1.77115
H4 0.83758 1.67350 1.32129
H5 -0.11532 1.41058 2.82561
H6 -0.88344 1.93668 1.35170
H7 -0.18880 -0.87929 2.05179

Results of the Löwdin charge analysis, in e, for atoms 1 through 2: C -0.30; C -0.13

---

Record 13
Computed, not measured: an isolated molecule of C4H7IO2S at a distorted geometry, with ωB97M-V/def2-TZVPD.

Properties
Orbital gap = 0.3543 hartree
Lowest unoccupied orbital energy = 0.461 eV
Calculated total energy = -1002.86263 hartree
Multiplicity = 1

Element x y z (Å)
C1 1.38410 -0.67077 0.29797
C2 2.40598 0.05408 -0.56756
C3 -2.29793 -0.28868 0.59602
C4 2.18154 1.27045 -1.05146
O1 -0.71318 -1.61775 -0.91064
O2 0.25393 0.03591 0.63205
S1 -0.93643 -0.20786 -0.58610
I1 4.18502 -1.08506 -0.93678
H1 1.21921 -1.72965 -0.01899
H2 2.05061 -0.98076 1.07527
H3 -2.21224 0.26416 1.49817
H4 -3.22199 -0.12387 0.25496
H5 -2.44087 -1.22692 1.06324
H6 1.25431 1.79602 -1.09928
H7 2.95535 1.87069 -1.45474

Results of the Löwdin charge analysis, in e, for atoms 1 through 2: C -0.43; C -0.72

---

Record 14
Computed, not measured: a structure of composition C4H7IrO2 at a distorted geometry, with ωB97M-V/def2-TZVPD.

Properties
Charge = +2
Orbital gap (spin up / spin down) = 0.3233 / 0.2427 hartree
Lowest unoccupied orbital energy (spin up / spin down) = -9.935 / -13.107 eV
Calculated total energy = -410.46488 hartree
Multiplicity = 5

Element x y z (Å)
H1 2.05909 -1.38398 -1.53648
O1 1.62577 1.55274 -1.08842
C1 0.52650 0.80120 -0.87002
C2 -0.18527 0.92110 0.26658
C3 -1.45169 0.12431 0.48862
C4 -0.92744 -0.94733 1.37458
O2 -0.01629 -1.72584 1.07562
Ir1 1.45987 -1.89142 -0.07527
H2 2.00486 1.36548 -1.95233
H3 0.18540 0.16123 -1.69022
H4 0.14470 1.61680 1.04044
H5 -1.86094 -0.28708 -0.44245
H6 -2.20681 0.71746 1.02123
H7 -1.35776 -1.02467 2.38811

Results of the Löwdin charge analysis, in e, for atoms 1 through 2: H -0.09; O 0.20

---

Record 15
Computed, not measured: a structure of composition C4H7LiO2Zn at a distorted geometry, with ωB97M-V/def2-TZVPD.

Properties
Charge = +1
Orbital gap (spin up / spin down) = 0.1364 / 0.0913 hartree
Lowest unoccupied orbital energy (spin up / spin down) = -5.216 / -6.444 eV
Calculated total energy = -2093.53821 hartree
Multiplicity = 2

Element x y z (Å)
H1 -1.11054 -3.51849 -2.63530
C1 -0.05945 1.30168 0.09739
C2 0.20005 -0.13447 0.37222
C3 -0.27963 -1.05715 -0.75172
C4 0.02969 -2.50416 -0.49065
O1 0.77277 -3.16531 -1.22949
O2 -0.35228 2.10054 0.97768
Zn1 -0.65777 3.85297 1.10688
Li1 0.65993 -4.00587 -2.90862
H2 0.03792 1.65310 -0.94757
H3 1.30096 -0.20374 0.45465
H4 -0.22606 -0.40126 1.34775
H5 0.12370 -0.76523 -1.73102
H6 -1.37898 -1.00928 -0.83822
H7 -0.05376 -2.80875 0.57389

Results of the Löwdin charge analysis, in e, for atoms 1 through 2: H -0.20; C -0.15

---

Record 16
Computed, not measured: a structure of composition C4H7MgO at a distorted geometry, with ωB97M-V/def2-TZVPD.

Properties
Charge = +2
Orbital gap (spin up / spin down) = 0.2422 / 0.2282 hartree
Lowest unoccupied orbital energy (spin up / spin down) = -11.989 / -11.937 eV
Calculated total energy = -431.10053 hartree
Multiplicity = 2

Element x y z (Å)
C1 0.02426 -1.31321 -0.89285
C2 -0.49387 -0.37971 0.16877
C3 0.06208 0.37446 1.29101
O1 0.03007 1.64889 1.52963
Mg1 1.09346 3.25274 1.49307
H1 1.07024 -1.61282 -0.76936
H2 -1.53069 -0.63411 0.43139
H3 -0.67081 -2.09447 -1.20648
H4 1.14296 -0.00228 0.81603
C4 -0.21762 0.05627 -1.42024
H5 0.66474 0.63999 -1.68385
H6 -1.10007 0.24236 -2.03110
H7 -0.07475 -0.17810 2.27398

Results of the Löwdin charge analysis, in e, for atoms 1 through 2: C -0.07; C -0.13

---

Record 17
Computed, not measured: a cluster of 3 separate species, C4H7N in total at a distorted geometry, with ωB97M-V/def2-TZVPD.

Properties
Orbital gap = 0.3889 hartree
Lowest unoccupied orbital energy = 1.060 eV
SMILES = [H][H].C#CC.C#N
Calculated total energy = -211.21446 hartree
Multiplicity = 1

Element x y z (Å)
H1 -1.08273 1.64482 1.12661
H2 -1.71032 2.01802 1.18123
C1 0.50928 -0.89995 1.23237
C2 -0.38972 -0.67191 0.46306
C3 -1.30365 -0.68877 -0.62332
H3 1.21191 -0.87203 2.05616
H4 -1.02544 -1.42479 -1.36069
H5 -2.19502 -1.19249 -0.28518
H6 -1.33841 0.28211 -1.03575
C4 2.44559 0.67168 -0.90985
N1 1.45654 0.40984 -1.39212
H7 3.42196 0.72345 -0.45251

Results of the Löwdin charge analysis, in e, for atoms 1 through 2: H 0.02; H 0.04

---

Record 18
Computed, not measured: an isolated molecule of C4H7N at a distorted geometry, with ωB97M-V/def2-TZVPD.

Properties
Orbital gap = 0.3599 hartree
Lowest unoccupied orbital energy = 1.064 eV
SMILES = C=C[C@@H]1CN1
Calculated total energy = -211.20527 hartree
Multiplicity = 1

Element x y z (Å)
C1 -1.87142 -0.42702 0.03620
C2 -0.89880 0.31999 -0.68084
C3 0.64280 0.20932 -0.58696
C4 1.28315 -0.44221 0.60208
N1 1.57715 0.87803 0.46580
H1 -1.59918 -1.16184 0.86537
H2 -2.88172 -0.39959 -0.59154
H3 -1.28726 1.07183 -1.27202
H4 1.18947 0.35405 -1.63243
H5 0.82292 -0.66744 1.52889
H6 2.05937 -1.04323 -0.02979
H7 0.96351 1.30809 1.29523

Results of the Löwdin charge analysis, in e, for atoms 1 through 2: C -0.01; C -0.14